{
  "formula": "C7H15BaN2Se",
  "method": "the ωB97M-V functional and the def2-TZVPD basis",
  "species": ["C", "Ba", "N", "N", "H", "H", "H", "H", "H", "H", "H", "H", "H", "H", "Se", "C", "C", "C", "C", "C", "C", "H", "H", "H", "H", "H"],
  "coordinates": [[-1.8143, 0.9508, -3.1152], [-0.1371, 0.5458, -1.2948], [2.2733, 0.0894, -0.0667], [1.3370, -0.5795, -3.4177], [2.1843, -0.7856, 0.4580], [-0.8501, 1.6524, -2.8563], [-2.7111, 1.4498, -2.7171], [-1.8609, -0.1213, -2.7888], [-1.8027, 0.9112, -4.2151], [1.7223, -1.4997, -3.1797], [2.1378, 0.0151, -3.6529], [0.8084, -0.6997, -4.2869], [3.0933, 0.0067, -0.6706], [2.4763, 0.8151, 0.6255], [-2.2388, -1.3192, 0.0474], [-1.2466, -0.6560, 1.5115], [-1.6677, 0.4983, 2.2192], [-0.9786, 0.9215, 3.3536], [0.1697, 0.2432, 3.7851], [0.6246, -0.8673, 3.0657], [-0.0648, -1.3176, 1.9435], [-2.5721, 1.0149, 1.8744], [-1.3485, 1.7816, 3.9092], [0.6953, 0.5709, 4.6783], [1.5186, -1.4024, 3.3915], [0.2522, -2.2183, 1.3990]],
  "atomic_forces_ev_per_a": [[0.2, 1.4, -1.8], [2.5, -1.4, 3.9], [0.5, -0.2, 0.4], [0.0, -0.2, -0.2], [0.1, 0.1, -0.1], [-3.0, -0.6, -2.2], [0.3, 0.0, -0.2], [0.3, 0.6, -0.1], [-0.4, 0.3, 0.4], [-0.1, 0.1, 0.0], [0.0, 0.1, 0.0], [0.1, 0.0, 0.1], [-0.1, 0.1, 0.1], [0.0, 0.0, -0.2], [-0.4, -0.2, -0.2], [0.4, 0.1, 0.6], [0.2, -0.4, -0.2], [0.3, -0.2, -0.1], [-0.3, -0.1, -0.2], [0.0, 0.1, 0.1], [-0.5, 0.2, -0.1], [0.4, -0.2, 0.2], [0.1, -0.1, -0.1], [-0.1, 0.0, -0.2], [-0.2, 0.2, 0.0], [-0.1, 0.4, 0.3]],
  "de_lowest_kcal_mol": 9.4,
  "total_charge": -1,
  "homo_ev": [-0.41, -0.42],
  "multiplicity": 1,
  "lumo_energy_ha": [0.0864, 0.0864],
  "gap_ev": [2.767, 2.768]
}

***

{
  "formula": "C21H15BeCl3F3GeN2O5S",
  "method": "the ωB97M-V functional and the def2-TZVPD basis",
  "species": ["Be", "F", "C", "F", "F", "C", "C", "C", "C", "N", "C", "S", "H", "H", "H", "Cl", "Ge", "Cl", "Cl", "O", "C", "O", "C", "C", "C", "C", "C", "C", "N", "O", "O", "H", "H", "H", "H", "C", "C", "O", "C", "C", "C", "C", "C", "C", "H", "H", "H", "H", "H", "H", "H", "H"],
  "coordinates": [[0.9552, -0.4063, 1.0334], [2.7568, 3.9870, -0.5533], [3.2100, 3.0408, -1.3944], [2.3236, 2.9317, -2.3926], [4.3556, 3.5075, -1.9290], [3.4326, 1.7344, -0.6834], [4.6909, 1.1724, -0.6146], [4.8959, -0.0288, 0.0602], [3.8127, -0.6258, 0.6666], [2.6007, -0.0753, 0.6119], [2.3619, 1.0733, -0.0605], [0.6851, 1.4991, 0.0171], [5.5207, 1.6740, -1.0937], [5.8734, -0.4829, 0.1114], [3.8754, -1.5609, 1.2068], [-2.9215, -2.5826, 1.2273], [-2.3672, -0.7707, 0.1845], [-2.5696, 0.7872, 1.6882], [-3.9176, -0.4190, -1.2831], [1.7820, -2.8641, 1.4823], [0.8522, -2.8022, 0.6917], [0.2772, -1.6760, 0.3542], [0.2996, -4.0302, 0.0359], [0.5879, -5.2731, 0.5893], [0.0853, -6.4242, 0.0102], [-0.6852, -6.3002, -1.1323], [-0.9737, -5.0803, -1.7148], [-0.4761, -3.9357, -1.1136], [-1.2220, -7.5292, -1.7583], [-0.9645, -8.5884, -1.2235], [-1.8671, -7.4041, -2.7784], [1.2042, -5.3195, 1.4762], [0.2813, -7.4023, 0.4222], [-1.5754, -5.0394, -2.6098], [-0.6819, -2.9649, -1.5422], [1.4942, 1.5561, 3.5986], [0.5741, 0.3811, 3.5880], [0.4864, -0.3627, 2.6076], [-0.2633, 0.0732, 4.7574], [-0.1190, 0.7764, 5.9545], [-0.9222, 0.4670, 7.0383], [-1.8766, -0.5347, 6.9250], [-2.0305, -1.2330, 5.7337], [-1.2250, -0.9341, 4.6508], [1.9346, 1.7059, 2.6181], [2.2774, 1.3922, 4.3417], [0.9461, 2.4539, 3.8849], [0.6209, 1.5592, 6.0467], [-0.8081, 1.0074, 7.9679], [-2.5083, -0.7706, 7.7714], [-2.7808, -2.0067, 5.6489], [-1.3374, -1.4630, 3.7137]],
  "atomic_forces_ev_per_a": [[0.0, -0.1, 0.0], [0.0, 0.0, 0.0], [0.0, 0.0, 0.0], [0.0, 0.0, 0.0], [0.0, 0.0, 0.0], [0.0, 0.0, 0.0], [0.0, 0.0, 0.0], [0.0, 0.0, 0.0], [0.1, -0.1, 0.0], [-0.1, 0.1, 0.0], [0.0, 0.1, 0.0], [0.1, -0.1, 0.0], [0.0, 0.0, 0.0], [0.0, 0.0, 0.0], [0.0, 0.0, 0.0], [0.0, -0.1, 0.0], [0.0, 0.0, 0.1], [0.0, 0.0, 0.0], [0.0, 0.0, -0.1], [-0.1, 0.0, 0.0], [0.0, 0.0, 0.1], [0.1, 0.1, 0.0], [0.0, 0.0, 0.0], [0.0, 0.0, 0.0], [0.0, 0.0, 0.0], [-0.1, 0.0, 0.0], [0.0, 0.0, 0.0], [0.0, 0.0, 0.0], [0.2, 0.0, -0.1], [-0.1, 0.0, 0.0], [0.0, 0.0, 0.0], [0.0, 0.0, 0.0], [0.0, 0.0, 0.0], [0.0, 0.0, 0.0], [0.0, 0.0, 0.0], [0.0, 0.0, 0.0], [-0.1, 0.0, 0.0], [0.0, 0.0, 0.0], [0.0, 0.0, 0.0], [0.0, 0.0, 0.0], [0.0, 0.0, 0.0], [0.0, 0.0, 0.0], [0.0, 0.0, 0.0], [0.0, 0.0, 0.0], [0.0, 0.0, 0.0], [0.0, 0.0, 0.0], [0.0, 0.0, 0.0], [0.0, 0.0, 0.0], [0.0, 0.0, 0.0], [0.0, 0.0, 0.0], [0.0, 0.0, 0.0], [0.0, 0.0, 0.0]],
  "s_squared": 0.753,
  "de_lowest_kcal_mol": 0.0,
  "total_charge": 0,
  "homo_ev": [-8.53, -8.62],
  "multiplicity": 2,
  "lumo_energy_ha": [-0.0388, -0.0851],
  "gap_ev": [7.476, 6.303]
}